10
Properties=species:S:1:pos:R:3:forces:R:3:mulliken_charge:R:1 method="wB97M-V/def2-TZVPD" largest_force_ha_per_bohr=0.0395 e_above_lowest_ev=2.624 smiles=P[C@@H]1[C@H]2S[C@@H]12 lumo_ev=0.9046 gap_ha=0.3438 total_energy_ha=-856.7200
C -0.5457 0.4790 -0.3092 0.9 0.1 -1.0 -0.289
C 0.6017 0.4526 0.6760 1.1 -0.1 -1.6 -0.260
C 0.8731 0.1943 -0.8165 0.1 0.3 1.4 -0.261
P -1.6406 -0.9485 -0.0582 0.2 -1.1 0.4 -0.116
S 1.5976 1.7343 -0.1658 0.3 -0.5 0.2 -0.223
H -0.9498 1.4350 -0.7489 0.1 -0.9 1.1 0.352
H 0.8074 -0.1288 1.6363 -0.4 1.0 -1.7 0.359
H 1.4110 -0.5230 -1.5073 -1.0 0.7 1.4 0.355
H -1.5942 -0.6975 1.3604 -0.3 -0.6 -0.4 0.044
H -0.5605 -1.9973 -0.0667 -1.0 1.1 0.2 0.040